Entry 1:
The following is a DFT calculation (ωB97M-V/def2-TZVPD) of a cluster of 2 separate species, C3H8S2 in total in a non-equilibrium geometry.

Last column: natural (NBO) charge in e.
Atoms and positions in Å:
C1 -1.8599 0.2253 -0.9916  -0.385
C2 -1.8742 0.2293 0.3267  -0.389
H1 -1.1216 0.7601 -1.5774  0.201
H2 -2.2990 -0.5607 -1.6057  0.189
H3 -1.3289 1.0252 0.8257  0.179
H4 -2.2512 -0.5197 1.0113  0.202
C3 1.6856 -1.1908 0.1747  -0.756
S1 2.2566 0.3415 -0.6062  0.112
S2 1.7714 1.8521 0.7452  -0.163
H5 1.5678 -1.9749 -0.5657  0.234
H6 0.6854 -0.9570 0.5380  0.234
H7 2.2970 -1.4845 1.0252  0.222
H8 0.4709 2.2540 0.6999  0.120

## Properties
Structure (SMILES) ... C=C.CSS
E_tot ... -915.41732 a.u.
Lowest unoccupied orbital energy ... 0.38 eV
HOMO ... -9.12 eV
Energy relative to the best compared isomer or geometry (same formula, charge and spin) ... 37.4 kcal/mol

=====

Entry 2:
The following is a DFT calculation (ωB97M-V/def2-TZVPD) of a cluster of 2 separate species, C2H3NOS in total in a non-equilibrium geometry.

Last column: natural (NBO) charge in e.
Atoms and positions in Å:
C1 1.4290 0.3357 0.1097  0.145
C2 0.1495 -0.1463 0.5788  0.054
N1 2.3478 0.8975 -0.3069  -0.301
O1 -0.2923 -1.3635 0.2074  -0.653
S1 -1.4423 1.5014 -0.8822  -0.044
H1 -0.0918 0.0569 1.5972  0.194
H2 0.3437 -1.7576 -0.3265  0.483
H3 -2.4436 0.4759 -0.9776  0.123

## Properties
Spin multiplicity ... 3
E_tot ... -606.04047 a.u.
Lowest unoccupied orbital energy (alpha / beta) ... 0.47 / -2.82 eV
HOMO (alpha / beta) ... -7.91 / -9.87 eV
Expectation value of S² ... 2.01
Energy relative to the best compared isomer or geometry (same formula, charge and spin) ... 43.4 kcal/mol

=====

Entry 3:
The following is a DFT calculation (ωB97M-V/def2-TZVPD) of a cluster of 2 separate species, C4H8NO3P in total in a non-equilibrium geometry.

Last column: natural (NBO) charge in e.
Atoms and positions in Å:
C1 1.0909 1.4037 1.3249  -0.004
C2 -0.6237 -1.9093 -1.5207  -0.102
C3 -1.8036 -0.9511 -1.9027  -0.129
C4 2.3701 2.1575 1.6334  -0.683
N1 0.5796 1.4600 0.1799  -0.351
O1 -1.7281 -0.7117 1.8508  -1.033
O2 -0.4418 -1.7584 -0.1191  -0.792
O3 -2.4630 -0.5309 -0.7311  -0.756
P1 -1.2857 -0.5648 0.4918  2.111
H1 0.6529 0.7384 2.1583  0.213
H2 -0.8038 -3.0269 -1.6354  0.193
H3 0.3471 -1.7259 -1.9774  0.198
H4 -1.3705 -0.0143 -2.2521  0.205
H5 -2.5905 -1.5483 -2.4340  0.217
H6 2.6530 2.0358 2.6899  0.231
H7 2.3207 3.2537 1.4615  0.240
H8 3.0965 1.6926 0.7819  0.243

## Properties
E_tot ... -778.96722 a.u.
Lowest unoccupied orbital energy (alpha / beta) ... -0.47 / -0.75 eV
HOMO (alpha / beta) ... -8.54 / -9.53 eV
Energy relative to the best compared isomer or geometry (same formula, charge and spin) ... 57.0 kcal/mol

=====

Entry 4:
The following is a DFT calculation (ωB97M-V/def2-TZVPD) of a structure of composition C59H57CdCl4N6O4PSeSi in a non-equilibrium geometry.

Last column: Löwdin charge in e.
Atoms and positions in Å:
Cd1 -0.0599 0.2392 0.8012  1.382
Cl1 3.3833 9.2373 2.6190  0.612
C1 2.8697 7.6281 2.1824  -0.684
C2 2.7500 7.2858 0.8483  -0.112
C3 2.3197 6.0125 0.5049  -0.034
C4 1.9931 5.0693 1.4793  -0.180
C5 2.1520 5.4450 2.8217  -0.022
C6 2.5826 6.7103 3.1790  -0.108
C7 1.4442 3.7183 1.2122  -0.066
C8 0.2410 3.5914 0.4893  -0.243
C9 -0.3893 4.6347 -0.2954  -0.017
C10 -1.5304 4.1090 -0.8047  -0.009
C11 -1.6375 2.7655 -0.2700  -0.256
C12 -2.7941 1.9735 -0.3522  -0.086
C13 -3.8353 2.4406 -1.3134  -0.197
C14 -4.7486 3.4323 -0.9654  -0.031
C15 -5.6614 3.9174 -1.8917  -0.116
C16 -5.6576 3.3882 -3.1707  -0.672
Cl2 -6.8147 3.9774 -4.3412  0.610
C17 -4.7600 2.4026 -3.5426  -0.101
C18 -3.8462 1.9331 -2.6100  0.013
C19 -3.0755 0.8360 0.4153  -0.268
N1 -2.2285 0.2478 1.2925  0.042
C20 -2.9035 -0.7505 1.9083  -0.268
C21 -2.3644 -1.6007 2.8932  -0.084
C22 -3.2764 -2.5801 3.5345  -0.195
C23 -3.8733 -3.6187 2.8225  -0.025
C24 -4.7317 -4.5167 3.4392  -0.107
C25 -5.0037 -4.3719 4.7883  -0.681
Cl3 -6.0960 -5.4859 5.5706  0.614
C26 -4.4234 -3.3554 5.5283  -0.109
C27 -3.5627 -2.4721 4.8966  -0.022
C28 -1.0236 -1.6123 3.3190  -0.267
C29 -0.4437 -2.6397 4.1670  -0.018
C30 0.8875 -2.3899 4.2197  -0.014
C31 1.1142 -1.1985 3.4275  -0.267
N2 -0.0560 -0.7579 2.9117  0.046
C32 2.3580 -0.5617 3.2864  -0.101
C33 2.5519 0.6831 2.6803  -0.323
C34 3.7695 1.4663 2.7821  -0.014
C35 3.4705 2.6946 2.3063  -0.017
C36 2.0915 2.6364 1.8446  -0.264
N3 1.5832 1.4084 2.0639  0.048
C37 3.5659 -1.2484 3.8233  -0.201
C38 4.1435 -0.8838 5.0358  -0.030
C39 5.2876 -1.5157 5.5022  -0.116
C40 5.8543 -2.5241 4.7429  -0.678
Cl4 7.2875 -3.3287 5.3313  0.611
C41 5.3106 -2.8979 3.5262  -0.099
C42 4.1674 -2.2566 3.0724  -0.014
C43 -4.2627 -0.7922 1.4093  -0.022
C44 -4.3616 0.1811 0.4666  -0.003
N4 -0.5266 2.4805 0.4640  0.057
H1 3.0013 8.0095 0.0842  0.099
H2 2.2639 5.7393 -0.5406  0.120
H3 1.9068 4.7199 3.5858  0.125
H4 2.6823 6.9823 4.2213  0.099
H5 -0.0161 5.6343 -0.4411  0.087
H6 -2.2400 4.6020 -1.4494  0.102
H7 -4.7353 3.8318 0.0412  0.124
H8 -6.3595 4.7005 -1.6276  0.096
H9 -4.7734 2.0192 -4.5546  0.092
H10 -3.1178 1.1784 -2.8803  0.097
H11 -3.6468 -3.7293 1.7685  0.110
H12 -5.1857 -5.3251 2.8817  0.099
H13 -4.6492 -3.2512 6.5810  0.099
H14 -3.1024 -1.6704 5.4601  0.125
H15 -0.9771 -3.4606 4.6210  0.099
H16 1.6506 -2.9386 4.7508  0.102
H17 4.7143 1.1170 3.1663  0.106
H18 4.1255 3.5468 2.2132  0.106
H19 3.6926 -0.0899 5.6189  0.122
H20 5.7372 -1.2255 6.4426  0.095
H21 5.7823 -3.6705 2.9336  0.102
H22 3.7613 -2.4990 2.0973  0.084
H23 -5.0410 -1.4606 1.7438  0.095
H24 -5.2231 0.4456 -0.1274  0.104
C45 5.6613 -2.7505 -1.1688  -0.250
Si1 5.1881 -0.9129 -0.9495  -0.022
C46 5.5865 -0.0989 -2.6269  -0.253
C47 6.4029 -0.1893 0.3321  -0.247
Se1 3.0916 -0.6215 -0.3325  0.252
H25 6.6445 -2.8743 -1.6360  0.008
H26 4.9147 -3.2365 -1.8007  0.012
H27 5.6702 -3.2726 -0.2079  -0.001
H28 6.6093 -0.2971 -2.9661  0.007
H29 5.4440 0.9828 -2.5682  0.010
H30 4.8922 -0.4798 -3.3797  0.011
H31 7.4536 -0.2667 0.0302  0.009
H32 6.2795 -0.7029 1.2896  -0.001
H33 6.1642 0.8645 0.4954  0.008
C48 -3.7562 -0.5604 -4.9025  -0.044
C49 -3.0725 -1.7175 -4.1663  -0.635
C50 -4.1257 -2.7483 -3.7532  -0.039
C51 -2.0714 -2.4002 -5.1074  -0.041
O1 -2.5063 -1.2185 -2.9589  -0.185
P1 -0.9435 -0.7385 -2.7153  0.277
O2 0.0035 -1.8334 -3.0064  -0.275
O3 -0.9907 -0.0069 -1.4189  -0.342
O4 -0.9213 0.4009 -3.9113  -0.200
C52 0.2891 1.0910 -4.2639  -0.633
C53 1.2180 1.3286 -3.0724  -0.058
C54 -0.1785 2.4369 -4.8197  -0.036
C55 1.0148 0.2759 -5.3357  -0.037
H34 -4.1624 -0.9062 -5.8562  0.084
H35 -3.0192 0.2201 -5.0913  0.076
H36 -4.5647 -0.1453 -4.2960  0.068
H37 -4.6809 -3.0832 -4.6313  0.077
H38 -4.8174 -2.3091 -3.0310  0.083
H39 -3.6357 -3.6073 -3.2941  0.073
H40 -2.6176 -2.9443 -5.8817  0.078
H41 -1.4379 -3.0806 -4.5415  0.076
H42 -1.4245 -1.6589 -5.5759  0.073
H43 0.7042 1.8978 -2.2948  0.075
H44 2.0999 1.8827 -3.3984  0.088
H45 1.5469 0.3833 -2.6357  0.013
H46 -0.7068 2.9808 -4.0337  0.077
H47 -0.8681 2.2856 -5.6547  0.076
H48 0.6690 3.0353 -5.1595  0.079
H49 1.2168 -0.7184 -4.9347  0.078
H50 1.9615 0.7508 -5.6023  0.079
H51 0.3962 0.1844 -6.2330  0.074
C56 -2.0312 -5.0592 -0.4771  -0.038
N5 -1.0541 -4.0888 -0.0616  -0.122
C57 0.2039 -4.3590 0.4315  -0.059
C58 0.7568 -3.1479 0.7188  -0.155
N6 -0.1289 -2.1531 0.4115  0.018
C59 -1.1976 -2.7450 -0.0580  -0.181
H52 -2.2516 -5.7507 0.3396  0.082
H53 -1.6757 -5.6293 -1.3374  0.088
H54 -2.9466 -4.5414 -0.7548  0.081
H55 0.5730 -5.3659 0.5259  0.106
H56 1.7355 -2.9245 1.1049  0.050
H57 -2.0855 -2.2483 -0.4188  0.125

## Properties
Charge ... -2
E_tot ... -7953.15248 a.u.
Lowest unoccupied orbital energy ... 3.33 eV
HOMO ... -1.71 eV

=====

Entry 5:
The following is a DFT calculation (ωB97M-V/def2-TZVPD) of a structure of composition C20H40AgAsF6O15 in a non-equilibrium geometry.

Last column: Löwdin spin population.
Atoms and positions in Å:
Ag1 -8.9676 -18.1927 -7.2616  0.749
As1 -10.2905 -15.6440 -10.3933  0.000
F1 -11.8778 -16.4780 -10.4433  0.000
F2 -11.0175 -14.2897 -9.4427  0.000
F3 -8.6674 -14.7284 -10.3450  0.000
F4 -9.4949 -16.9148 -11.3595  0.000
F5 -10.5739 -14.8171 -11.9159  0.000
F6 -9.8533 -16.5631 -8.9278  0.000
C1 -11.4780 -19.9394 -11.4904  0.001
C2 -10.3629 -19.8914 -10.4207  0.000
O1 -10.0583 -21.1483 -9.8151  0.007
C3 -10.1246 -21.2846 -8.4736  0.004
O2 -10.1567 -20.3601 -7.6612  0.067
O3 -10.1404 -22.6038 -8.1751  0.008
C4 -10.2462 -23.0110 -6.8842  0.000
H1 -11.6033 -18.9042 -11.8076  0.000
H2 -12.4164 -20.4201 -11.2137  0.000
H3 -10.9788 -20.5430 -12.2484  0.000
H4 -10.5663 -19.1268 -9.6709  -0.001
H5 -9.4897 -19.4949 -10.9388  0.000
H6 -10.1334 -24.0716 -6.6590  0.000
H7 -11.2632 -22.7625 -6.5809  0.000
H8 -9.6081 -22.4441 -6.2064  0.000
C5 -9.4810 -13.2708 -6.6410  0.000
C6 -10.5367 -14.1496 -6.0055  0.000
O4 -10.0985 -14.7425 -4.8185  0.000
C7 -9.1888 -15.7394 -4.7452  0.001
O5 -8.8217 -16.4748 -5.6549  0.018
O6 -8.6395 -15.8052 -3.5037  0.002
C8 -7.6621 -16.7584 -3.1616  0.000
H9 -9.9297 -12.9233 -7.5716  0.000
H10 -8.6163 -13.8950 -6.8661  0.000
H11 -9.0958 -12.4541 -6.0305  0.000
H12 -10.7876 -14.8409 -6.8100  0.000
H13 -11.4566 -13.5748 -5.8982  0.000
H14 -6.7578 -16.5999 -3.7491  0.000
H15 -7.9872 -17.7983 -3.1298  0.000
H16 -7.3541 -16.5987 -2.1283  0.000
C9 -5.0853 -16.2193 -8.3023  0.001
C10 -5.9668 -16.5831 -9.4999  0.000
O7 -5.8047 -17.9213 -9.9980  0.006
C11 -6.3654 -18.9072 -9.2819  0.008
O8 -6.9938 -18.7943 -8.2574  0.067
O9 -6.1310 -20.1283 -9.8789  0.012
C12 -6.4913 -21.3479 -9.2595  0.000
H17 -4.0342 -16.4442 -8.4834  0.000
H18 -5.4932 -16.5997 -7.3658  0.000
H19 -5.1085 -15.1299 -8.2733  0.000
H20 -5.7929 -15.8753 -10.3103  0.000
H21 -6.9850 -16.3119 -9.2211  0.000
H22 -6.4589 -21.3335 -8.1700  0.000
H23 -5.6561 -22.0201 -9.4563  0.000
H24 -7.4082 -21.8135 -9.6210  0.000
C13 -11.6789 -21.1814 -3.6804  0.000
C14 -10.5943 -20.3071 -4.2920  0.000
O10 -9.3654 -20.8524 -3.9595  0.001
C15 -8.2254 -20.3263 -4.5019  0.000
O11 -8.2318 -19.4214 -5.4035  0.001
O12 -7.2074 -20.9003 -3.9907  0.000
C16 -5.8584 -20.5184 -4.2303  0.000
H25 -11.8333 -22.1546 -4.1463  0.000
H26 -12.5894 -20.5847 -3.6251  0.000
H27 -11.4574 -21.3468 -2.6260  0.000
H28 -10.6305 -19.3037 -3.8677  0.000
H29 -10.6779 -20.3568 -5.3777  0.000
H30 -5.2896 -21.4131 -4.4835  0.000
H31 -5.4939 -20.0621 -3.3100  0.000
H32 -5.6936 -19.8162 -5.0475  0.000
C17 -14.3560 -18.7880 -9.2012  0.000
C18 -13.1768 -18.7922 -8.2003  0.000
O13 -13.4606 -18.0540 -7.0117  0.001
C19 -12.4906 -17.7249 -6.1122  0.003
O14 -11.3286 -17.9569 -6.3423  0.035
O15 -13.0022 -17.2932 -4.9105  0.004
C20 -12.3304 -16.8026 -3.8562  0.001
H33 -15.2029 -19.2522 -8.6958  0.000
H34 -14.2387 -19.3493 -10.1281  0.000
H35 -14.6683 -17.7783 -9.4680  0.000
H36 -12.3519 -18.3847 -8.7849  0.000
H37 -13.0895 -19.8186 -7.8441  0.000
H38 -12.1948 -15.7211 -3.8649  0.000
H39 -11.3369 -17.2231 -3.7001  0.000
H40 -12.9002 -17.0724 -2.9670  0.000

## Properties
Charge ... +1
Spin multiplicity ... 2
E_tot ... -4896.36229 a.u.
Lowest unoccupied orbital energy (alpha / beta) ... -3.08 / -9.11 eV
HOMO (alpha / beta) ... -13.91 / -13.91 eV
Expectation value of S² ... 0.75

=====

Entry 6:
The following is a DFT calculation (ωB97M-V/def2-TZVPD) of a structure of composition C2H4LiNiO2 in a non-equilibrium geometry.

Last column: natural (NBO) charge in e.
Atoms and positions in Å:
O1 2.2745 0.5367 -0.2247  -0.722
C1 -0.4164 -0.0669 0.8145  -0.105
C2 -1.3501 -0.6411 -0.1665  -0.082
O2 -0.2471 0.0735 -0.7521  -0.642
Ni1 1.3660 -0.5185 -1.4268  1.560
Li1 2.6325 2.3919 -0.3713  0.992
H1 -0.7524 0.8233 1.3491  0.257
H2 0.0960 -0.7755 1.4680  0.259
H3 -2.2812 -0.1040 -0.3542  0.254
H4 -1.3219 -1.7194 -0.3359  0.228

## Properties
Charge ... +2
Spin multiplicity ... 4
E_tot ... -1744.10708 a.u.
Lowest unoccupied orbital energy (alpha / beta) ... -10.24 / -11.79 eV
HOMO (alpha / beta) ... -20.95 / -20.87 eV
Expectation value of S² ... 3.76
Energy relative to the best compared isomer or geometry (same formula, charge and spin) ... 0.0 kcal/mol